Formula: C37H39N6O2ReSSi
Source: OMol25
Level of theory: ωB97M-V with the def2-TZVPD basis set

Structure (XYZ):
```
87
C37H39N6O2ReSSi, DFT ωB97M-V with the def2-TZVPD basis set
Re -0.19922 -0.03911 0.03143
C 2.11234 -2.23414 2.41963
C 1.10945 -3.22267 1.91438
C 1.38809 -4.59704 1.89403
C 0.42692 -5.60700 1.68306
C -0.87345 -5.17252 1.46708
C -1.21405 -3.80565 1.45970
C -2.67023 -3.41754 1.45240
C -0.22200 -2.83001 1.51414
N -0.63959 -1.48486 1.53844
C -1.23306 -0.92406 2.65547
O -1.31718 -1.58853 3.72051
C -1.81068 0.39049 2.45103
C -2.47732 1.14731 3.46625
C -3.08146 2.38159 3.08555
C -2.81308 2.91926 1.79378
C -2.01402 2.19996 0.91570
N -1.60969 0.89479 1.19251
C -1.52394 2.67660 -0.39109
O -1.85542 3.67439 -1.01507
N -0.54228 1.85051 -0.90590
C 0.07711 2.29734 -2.15882
C -0.74328 2.38451 -3.38861
C -2.15804 1.88130 -3.50748
C -0.13385 2.89399 -4.55574
C 1.18520 3.35088 -4.56051
C 1.92272 3.29600 -3.37256
C 1.33724 2.89821 -2.12004
C 2.05542 3.19744 -0.84552
H 3.04214 -2.74586 2.71815
H 1.66538 -1.70219 3.24645
H 2.34345 -1.52275 1.66463
H 2.42708 -4.93869 2.05103
H 0.71087 -6.65276 1.50522
H -1.69426 -5.92687 1.33935
H -3.18557 -4.13565 0.70909
H -2.86797 -2.38295 1.12747
H -3.20047 -3.63328 2.36587
H -2.68575 0.66934 4.41824
H -3.78282 2.89543 3.77654
H -3.29375 3.80531 1.39548
H -2.36837 1.14854 -2.68689
H -2.31623 1.43946 -4.47943
H -2.85510 2.72648 -3.46357
H -0.66536 2.81307 -5.46915
H 1.58930 3.66528 -5.52458
H 3.00254 3.53694 -3.42558
H 2.38005 2.28864 -0.36578
H 1.32574 3.70301 -0.17106
H 2.83657 3.92307 -1.04829
C 3.04228 -1.23154 -4.08903
N 1.62180 -1.55776 -3.89714
C 0.81015 -2.14295 -4.88395
C -0.44550 -2.21460 -4.43371
N -0.43079 -1.84433 -3.08679
C 0.83505 -1.35467 -2.75478
S 1.59248 -0.88281 -1.29694
C -1.58198 -1.95278 -2.19345
C -2.52061 -2.92942 -2.48854
C -3.76159 -2.94148 -1.92325
C -4.06989 -1.75417 -1.15044
C -3.13617 -0.81752 -0.90367
N -1.76299 -1.02260 -1.27434
H 3.16165 -0.61071 -4.98552
H 3.63641 -2.15619 -4.10499
H 3.24018 -0.71336 -3.14657
H 1.16215 -2.24077 -5.90509
H -1.40296 -2.60773 -4.85683
H -2.21173 -3.69591 -3.16755
H -4.41694 -3.84211 -2.11811
H -5.10364 -1.51343 -0.78671
H -3.33351 0.16240 -0.43780
C 2.58222 3.98684 3.20771
Si 2.55808 2.11714 3.50035
C 1.59664 1.90201 5.19776
C 4.35708 1.77515 3.77901
C 1.64986 1.20794 2.15847
C 1.22088 0.57052 1.13057
H 2.96563 4.59318 4.07949
H 1.57973 4.37212 3.00641
H 3.24805 4.29231 2.37328
H 1.49838 2.90065 5.65692
H 2.13220 1.21863 5.87146
H 0.59530 1.47180 4.97485
H 4.74523 2.43336 4.56679
H 4.87696 1.93291 2.83957
H 4.57981 0.70487 4.02558
```

- multiplicity = 4
- HOMO level (alpha / beta) (eV) = -10.3344 / -10.6555
- gap between HOMO and LUMO (alpha / beta) (eV) = 6.6 / 6.2
- net charge = +1
- max |F| (eV/A) = 6.098
- electronic energy (eV) = -72874.340
- LUMO (alpha / beta) (eV) = -3.7 / -4.5
- <S²> = 3.8156



Formula: C2H4ClN2
Source: OMol25
Level of theory: ωB97M-V with the def2-TZVPD basis set

Structure (XYZ):
```
9
C2H4ClN2, DFT ωB97M-V with the def2-TZVPD basis set
C -0.49719 -1.73871 0.01845
C 1.07310 0.16546 -0.16555
N 0.23593 -0.74008 -0.04147
N 0.55703 1.92463 0.01973
Cl 2.71223 0.04275 -0.26240
H -0.86076 -2.23253 -0.88340
H -0.80462 -2.13266 0.98273
H -0.42755 1.96512 -0.23147
H 1.12600 2.42379 -0.65603
```

- energy relative to the best compared isomer or geometry (same formula, charge and spin) (eV) = 1.871
- HOMO level (eV) = -15.5856
- gap between HOMO and LUMO (eV) = 9.6
- net charge = +1
- max |F| (eV/A) = 6.010
- electronic energy (eV) = -17631.215
- LUMO (eV) = -6.0



Formula: C24H64CrN3O17
Source: OMol25
Level of theory: ωB97M-V with the def2-TZVPD basis set

Structure (XYZ):
```
109
C24H64CrN3O17, DFT ωB97M-V with the def2-TZVPD basis set
Cr -0.83623 -1.10104 -1.33240
N -1.12195 -2.12242 -3.71659
O -1.18668 -2.63666 -4.84202
O -0.52057 -2.65424 -2.71288
O -1.62724 -0.96555 -3.46903
N -0.40704 3.35162 -0.70075
O -0.54074 2.66170 -1.75841
O -0.46783 4.54409 -0.64918
O -0.13447 2.66592 0.36213
N -3.05096 -2.97020 -0.52512
O -3.35365 -3.89846 0.18138
O -3.72190 -2.62116 -1.46154
O -1.99596 -2.36228 -0.22421
C -0.67898 6.15849 4.04744
C -0.52378 5.71766 2.57223
C -1.76605 6.27157 1.79641
O 0.71812 6.27427 2.07568
H 0.20791 5.89250 4.56966
H -1.65598 5.77145 4.42586
H -0.61745 7.26342 4.02437
H -0.48284 4.64789 2.51630
H -1.68617 5.99804 0.72089
H -1.82748 7.33860 1.89370
H -2.65629 5.84515 2.12951
H 0.83935 6.00361 1.16706
C 2.80625 -2.54870 1.50420
C 1.93244 -2.92237 0.29221
C 1.62330 -4.37461 0.23796
O 0.81703 -2.00845 0.32059
H 3.74367 -3.15129 1.38143
H 2.36423 -2.87756 2.50538
H 2.97628 -1.44743 1.57518
H 2.53984 -2.61287 -0.52497
H 0.97341 -4.66707 -0.57256
H 1.02919 -4.56266 1.14187
H 2.52032 -5.02863 0.34124
H 0.19314 -2.27151 1.03909
C 2.56281 3.76030 -7.64350
C 2.41709 3.22889 -6.27580
C 1.47148 3.95993 -5.37015
O 2.05241 1.87897 -6.40702
H 1.55030 3.90880 -8.05494
H 2.97775 3.02029 -8.29943
H 3.16320 4.67102 -7.74912
H 3.44687 3.33989 -5.74803
H 1.67609 3.70967 -4.36730
H 0.36605 3.76800 -5.51716
H 1.46203 5.04412 -5.52673
H 1.45754 1.66605 -5.69309
C -2.50864 -7.10831 1.16830
C -2.69012 -6.23660 2.42939
C -2.22487 -6.89191 3.74030
O -1.88252 -5.05227 2.29391
H -1.41949 -7.37198 1.13221
H -2.87162 -6.49768 0.31395
H -3.03478 -8.06776 1.21380
H -3.70351 -5.98712 2.59643
H -1.13354 -6.90299 3.99201
H -2.55434 -7.91981 3.80236
H -2.69239 -6.27994 4.57164
H -2.21972 -4.61418 1.50253
C 2.36311 1.57535 -3.10738
C 1.34905 0.45051 -3.21401
C 2.04981 -0.85601 -3.37745
O 0.58041 0.39998 -2.01553
H 1.90857 2.52782 -2.81949
H 2.89237 1.86167 -4.03212
H 3.10794 1.34732 -2.33461
H 0.68633 0.62937 -4.09517
H 2.90056 -0.70989 -4.07887
H 1.40281 -1.68850 -3.52165
H 2.49859 -1.00880 -2.39036
H 0.12057 1.24986 -1.81007
C 2.49333 2.55940 1.86624
C 2.40155 1.53267 0.78288
C 3.76081 1.02030 0.45759
O 1.59872 0.43717 1.30279
H 3.25010 3.31657 1.57107
H 2.77366 2.13458 2.81127
H 1.60961 3.11016 2.00706
H 1.98452 1.96929 -0.10084
H 4.53939 1.79356 0.28718
H 3.73131 0.34810 -0.41478
H 4.17953 0.36003 1.16704
H 1.40885 -0.23333 0.58849
C -2.22329 -1.94068 3.71198
C -0.74434 -1.93341 3.76764
C -0.02175 -2.36938 5.03461
O -0.28774 -2.74234 2.63842
H -2.69123 -1.15277 4.31650
H -2.56847 -2.90778 4.11721
H -2.47417 -1.83391 2.72929
H -0.36225 -0.92246 3.45098
H -0.40227 -3.36886 5.35739
H -0.12884 -1.62057 5.81937
H 1.04465 -2.49115 4.80707
H -0.93805 -3.47568 2.61495
C -2.97131 1.42383 1.59541
C -2.80896 0.58553 0.33237
C -3.39206 1.17370 -0.93071
O -1.36152 0.36905 0.04288
H -3.87891 1.10137 2.17755
H -3.08644 2.54299 1.45995
H -2.04950 1.37241 2.15133
H -3.23252 -0.39728 0.45272
H -4.44563 1.35622 -1.02441
H -3.16433 0.44869 -1.68583
H -2.73199 1.94787 -1.28854
H -0.76287 1.08123 0.38591
```

- multiplicity = 5
- HOMO level (alpha / beta) (eV) = -5.4199 / -7.4074
- gap between HOMO and LUMO (alpha / beta) (eV) = 8.0 / 9.9
- net charge = -1
- max |F| (eV/A) = 3.805
- electronic energy (eV) = -93619.273
- LUMO (alpha / beta) (eV) = 2.5 / 2.5
- <S²> = 6.0068



Formula: C21H46BCuO21
Source: OMol25
Level of theory: ωB97M-V with the def2-TZVPD basis set

Structure (XYZ):
```
90
C21H46BCuO21, DFT ωB97M-V with the def2-TZVPD basis set
Cu -2.39915 0.26837 2.66169
B -0.89775 0.16418 0.67537
H -1.33499 1.07596 1.05184
H -1.72046 -0.52690 0.57637
H -0.39248 0.32709 -0.26400
H -0.15326 -0.15064 1.39012
C 1.10319 4.52639 -5.34649
O 1.73153 3.25970 -5.24082
C 1.16411 2.31030 -4.43685
O 0.12787 2.46870 -3.77953
O 1.90990 1.18619 -4.56452
C 1.70132 0.12563 -3.67646
H 1.54196 5.16404 -6.11394
H 1.21886 5.02923 -4.38634
H 0.07420 4.37186 -5.67113
H 1.01773 0.30649 -2.84695
H 2.63402 -0.32196 -3.33316
H 1.23924 -0.68428 -4.24093
C 5.02967 3.23655 -3.22841
O 3.83107 3.61584 -2.48107
C 3.25142 2.65969 -1.67613
O 3.61013 1.50106 -1.60948
O 2.26028 3.24887 -1.08058
C 1.38222 2.49058 -0.27996
H 5.74872 2.60024 -2.71248
H 5.60189 4.09786 -3.57307
H 4.67507 2.79726 -4.16082
H 1.09848 3.08450 0.58886
H 1.77215 1.52339 0.03722
H 0.38060 2.31333 -0.67166
C -1.62033 -3.38925 1.25718
O -0.43932 -4.21691 1.32491
C -0.25835 -5.11307 0.36381
O -1.14951 -5.44102 -0.49054
O 0.96228 -5.69887 0.56554
C 1.39871 -6.80340 -0.20202
H -2.52553 -3.99581 1.28557
H -1.67328 -2.68089 0.43042
H -1.64995 -2.67749 2.08217
H 2.41964 -7.11377 0.02044
H 1.48484 -6.59970 -1.26935
H 0.68059 -7.60262 -0.01859
C -0.75656 -3.31085 7.12188
O -1.40628 -2.24324 6.39340
C -0.92350 -1.69650 5.22365
O -1.46246 -0.70570 4.71411
O 0.25002 -2.24088 4.86553
C 0.98821 -1.71922 3.78451
H -1.34964 -3.48792 8.01910
H 0.23386 -2.98180 7.43635
H -0.64558 -4.15818 6.44526
H 1.83173 -2.35429 3.51384
H 1.29492 -0.69641 4.00332
H 0.35353 -1.66786 2.89984
C -5.00250 -0.87396 0.08224
O -5.56381 0.45952 0.10218
C -5.25490 1.32940 1.12358
O -4.60825 1.09910 2.15514
O -5.87278 2.47243 0.83103
C -5.71036 3.59016 1.68962
H -4.60576 -1.15837 -0.89233
H -5.80828 -1.57245 0.30791
H -4.19257 -1.04057 0.79242
H -6.46340 4.26226 1.27814
H -4.68326 3.95280 1.64894
H -5.90213 3.36332 2.73837
C 5.49586 -4.43527 1.02008
O 4.80656 -3.45189 0.27584
C 3.63050 -3.09053 0.58589
O 2.90052 -3.42168 1.53997
O 3.22476 -2.14408 -0.31131
C 1.87317 -1.67295 -0.22465
H 5.76479 -3.84976 1.89925
H 6.40472 -4.68197 0.47124
H 4.78985 -5.23160 1.25566
H 1.63594 -1.25688 0.75449
H 1.23323 -2.53637 -0.40653
H 1.47360 -0.98202 -0.96698
C -2.82809 2.15737 -2.16308
O -3.27235 3.20499 -1.41337
C -2.62877 4.34542 -1.03355
O -3.08123 5.21389 -0.29884
O -1.37312 4.40111 -1.64685
C -0.46858 5.45963 -1.43341
H -2.29130 2.44793 -3.06615
H -3.72928 1.58759 -2.38960
H -2.27846 1.46167 -1.52904
H 0.47654 5.31955 -1.95802
H -0.37321 5.45956 -0.34759
H -0.96296 6.33847 -1.84734
```

- HOMO level (eV) = -9.5484
- gap between HOMO and LUMO (eV) = 9.7
- net charge = 0
- max |F| (eV/A) = 5.557
- electronic energy (eV) = -110830.781
- LUMO (eV) = 0.1



Formula: C3H4HgO4
Source: OMol25
Level of theory: ωB97M-V with the def2-TZVPD basis set

Structure (XYZ):
```
12
C3H4HgO4, DFT ωB97M-V with the def2-TZVPD basis set
O -0.09446 -1.13519 -0.04906
C 0.90385 -0.02578 -0.44510
C -1.37478 -0.56364 0.16097
O 1.76887 -0.30209 -1.32366
O 0.01752 1.09325 -0.72709
C -1.18094 0.89751 -0.12105
H -1.69562 -0.74432 1.20297
H -2.10572 -1.03664 -0.51604
H -1.97559 1.58674 -0.40523
Hg 3.49387 0.17174 -0.07916
O 1.49227 0.21937 0.82970
H 0.75074 -0.16096 1.47274
```

- multiplicity = 3
- energy relative to the best compared isomer or geometry (same formula, charge and spin) (eV) = 1.373
- HOMO level (alpha / beta) (eV) = -7.2577 / -10.2469
- gap between HOMO and LUMO (alpha / beta) (eV) = 7.7 / 7.9
- net charge = 0
- max |F| (eV/A) = 4.320
- electronic energy (eV) = -15536.289
- LUMO (alpha / beta) (eV) = 0.5 / -2.4
- <S²> = 2.0068



Formula: C21H22ClFeNP
Source: OMol25
Level of theory: ωB97M-V with the def2-TZVPD basis set

Structure (XYZ):
```
47
C21H22ClFeNP, DFT ωB97M-V with the def2-TZVPD basis set
Fe -0.41878 -0.56668 1.73641
Cl -1.79862 0.58562 2.88258
P -0.14336 0.48422 -0.23551
C -1.50203 -0.22025 -1.26244
C -1.25669 -1.13085 -2.30207
C -2.33311 -1.81484 -2.88109
C -3.63821 -1.59956 -2.42987
C -3.88380 -0.68767 -1.39826
C -2.82469 0.02047 -0.83426
C -0.38938 2.28919 -0.47926
C 0.52956 3.15577 0.14340
C 0.45662 4.53177 -0.07653
C -0.54973 5.06474 -0.89101
C -1.48487 4.21248 -1.48431
C -1.40227 2.83192 -1.28549
C 1.41894 0.22065 -1.14628
C 2.46193 -0.47432 -0.50821
C 3.65436 -0.71795 -1.18753
C 3.83153 -0.24053 -2.49069
C 2.81495 0.49448 -3.11035
C 1.60893 0.73089 -2.43991
H 1.30670 2.74070 0.78618
H 1.19004 5.19436 0.38827
H -0.60714 6.13938 -1.05950
H -2.28539 4.62034 -2.10303
H -2.13094 2.18703 -1.77295
H -0.23724 -1.30004 -2.65528
H -2.14071 -2.52726 -3.68422
H -4.46950 -2.15109 -2.86846
H -4.89722 -0.52194 -1.02813
H -3.01324 0.75105 -0.04286
H 2.32189 -0.82550 0.51871
H 4.44573 -1.28557 -0.69463
H 4.76381 -0.44383 -3.02035
H 2.96003 0.87805 -4.12092
H 0.82488 1.31849 -2.92067
H -0.86209 -1.67814 0.65702
H 0.08004 -1.59490 0.62440
C 0.67309 -3.16173 5.96546
C 1.13453 -3.60856 4.56591
C 0.74982 -2.65774 3.55291
N 0.42100 -1.82384 2.81354
H 1.11632 -2.18633 6.20188
H 0.98852 -3.87252 6.72947
H -0.41797 -3.07956 6.00409
H 2.22945 -3.69765 4.54344
H 0.70431 -4.58277 4.30039
```

- multiplicity = 6
- HOMO level (alpha / beta) (eV) = -15.0138 / -15.0775
- gap between HOMO and LUMO (alpha / beta) (eV) = 8.6 / 4.3
- net charge = +2
- max |F| (eV/A) = 4.361
- electronic energy (eV) = -79804.270
- LUMO (alpha / beta) (eV) = -6.4 / -10.8
- <S²> = 8.7974